Record 1
The following is a DFT calculation (the ωB97M-V functional and the def2-TZVPD basis) of one molecule with the formula C3H4N2O3.

```
! wB97M-V def2-TZVPD RIJCOSX def2/J DEFGRID3
* xyz 0 1
C -0.203 0.961 1.398
C -0.073 0.566 -0.087
C -0.359 -0.943 -0.301
N -1.063 -1.159 -1.421
N 1.385 0.689 0.771
O -0.543 1.465 2.380
O -0.319 1.427 -0.948
O 0.006 -1.786 0.501
H -1.330 -0.364 -1.985
H -1.318 -2.094 -1.690
H 1.961 1.407 0.347
H 1.856 -0.170 1.034
*
```

Computed properties:
Highest occupied orbital energy ... -9.3987 eV
E_LUMO ... 0.467 eV
DFT total energy ... -451.893295 hartree
Frontier orbital gap ... 0.3626 hartree


Record 2
The following is a DFT calculation (the ωB97M-V functional and the def2-TZVPD basis) of a 2-piece molecular cluster, C10H16 overall.

```
! wB97M-V def2-TZVPD RIJCOSX def2/J DEFGRID3
* xyz 0 1
C -0.560 2.462 1.344
C -2.054 -0.553 -0.343
C -1.634 0.778 -0.085
C -1.608 -1.592 0.440
C -0.735 1.050 0.985
C -0.743 -1.358 1.492
C -0.225 -0.091 1.685
H -2.631 -0.467 -1.271
H -1.753 1.533 -0.864
H -1.890 -2.596 0.098
H -0.652 -2.212 2.166
H -1.586 2.827 1.418
H 0.039 3.014 0.632
H 0.358 0.213 2.558
H -0.041 2.567 2.301
C 1.974 -0.586 -2.087
C 2.387 0.876 -1.855
C 1.784 -1.408 -0.777
H 1.074 -0.733 -2.698
H 2.884 -1.124 -2.454
H 1.529 1.394 -1.464
H 2.680 -1.481 -0.160
H 1.130 -0.731 -0.239
H 2.593 1.424 -2.765
H 3.336 0.997 -1.269
H 1.221 -2.411 -0.948
*
```

Computed properties:
Highest occupied orbital energy ... -8.8561 eV
E_LUMO ... 0.993 eV
DFT total energy ... -390.576222 hartree
Frontier orbital gap ... 0.3619 hartree


Record 3
The following is a DFT calculation (the ωB97M-V functional and the def2-TZVPD basis) of C4H6O7Pr as an isolated structure.

```
! wB97M-V def2-TZVPD RIJCOSX def2/J DEFGRID3
* xyz 2 4
O -0.583 1.172 -0.754
C 0.218 0.556 0.167
C 0.918 -0.670 -0.419
O 2.055 -0.208 -1.177
C 2.568 0.850 -0.627
O 1.822 1.503 0.137
O 3.593 1.331 -1.240
H -0.882 2.038 -0.448
H 0.132 0.980 1.170
H 0.279 -1.192 -1.137
H 1.298 -1.318 0.375
H 3.805 2.231 -0.944
O -3.018 -0.559 -0.448
C -2.519 -1.211 0.579
O -1.493 -0.795 1.233
O -3.066 -2.283 0.907
Pr -2.783 -2.467 3.442
H -2.343 0.044 -0.816
*
```

Computed properties:
Highest occupied orbital energy (alpha / beta) ... -15.7874 / -16.8730 eV
E_LUMO (alpha / beta) ... -8.094 / -8.075 eV
DFT total energy ... -1199.114554 hartree
Frontier orbital gap (alpha / beta) ... 0.2827 / 0.3233 hartree


Record 4
The following is a DFT calculation (the ωB97M-V functional and the def2-TZVPD basis) of C12H15BCoN8O as an isolated structure.

```
! wB97M-V def2-TZVPD RIJCOSX def2/J DEFGRID3
* xyz 0 4
Co -0.864 -1.162 -0.668
B 1.787 -1.386 1.601
N 2.001 -1.738 0.073
C 3.210 -1.940 -0.467
C 3.056 -2.233 -1.815
C 1.676 -2.202 -2.015
N 1.056 -1.897 -0.871
N 0.289 -1.497 2.072
C -0.062 -1.568 3.362
C -1.443 -1.624 3.455
C -1.875 -1.580 2.134
N -0.827 -1.506 1.311
H 2.426 -2.189 2.240
H 2.182 -0.250 1.785
H 4.097 -1.880 0.142
H 3.826 -2.464 -2.531
H 1.093 -2.395 -2.904
H 0.696 -1.583 4.128
H -2.040 -1.699 4.348
H -2.873 -1.600 1.726
N -2.816 -2.688 -2.568
C -2.110 -2.110 -1.857
C -3.059 3.289 -0.041
N -1.754 2.785 -0.473
C -0.727 3.602 -0.806
C 0.469 3.125 -1.202
C 0.620 1.705 -1.271
N -0.385 0.902 -0.955
C -1.583 1.404 -0.525
O -2.477 0.642 -0.192
N 1.769 1.159 -1.667
H -3.022 4.375 -0.022
H -3.294 2.905 0.948
H -3.833 2.954 -0.728
H -0.926 4.663 -0.731
H 1.279 3.790 -1.458
H 2.564 1.736 -1.870
H 1.875 0.154 -1.691
*
```

Computed properties:
Highest occupied orbital energy (alpha / beta) ... -8.7455 / -8.7423 eV
E_LUMO (alpha / beta) ... -0.053 / -0.210 eV
DFT total energy ... -2387.290914 hartree
Frontier orbital gap (alpha / beta) ... 0.3194 / 0.3136 hartree


Record 5
The following is a DFT calculation (the ωB97M-V functional and the def2-TZVPD basis) of one molecule with the formula C3H3BrS.

```
! wB97M-V def2-TZVPD RIJCOSX def2/J DEFGRID3
* xyz 0 1
C -0.181 -0.174 0.120
C -0.819 0.821 -0.113
C 0.590 -1.360 0.394
S -1.734 2.195 -0.435
Br -0.222 3.516 -1.341
H -0.034 -2.243 0.259
H 0.971 -1.342 1.415
H 1.429 -1.414 -0.299
*
```

Computed properties:
Highest occupied orbital energy ... -8.6626 eV
E_LUMO ... -0.604 eV
DFT total energy ... -3088.247635 hartree
Frontier orbital gap ... 0.2962 hartree


Record 6
The following is a DFT calculation (the ωB97M-V functional and the def2-TZVPD basis) of C21H17IN5O7P2W as an isolated structure.

```
! wB97M-V def2-TZVPD RIJCOSX def2/J DEFGRID3
* xyz 1 3
W 0.685 -0.241 1.111
C 3.253 -1.864 -2.192
C 2.435 -1.793 -1.057
N 1.637 -0.764 -0.823
C 1.585 0.242 -1.744
C 2.416 0.282 -2.872
C 3.269 -0.822 -3.076
C 2.353 1.412 -3.722
C 1.488 2.424 -3.418
C 0.619 2.354 -2.307
C 0.635 1.254 -1.485
N -0.155 0.972 -0.372
C -1.380 1.584 -0.158
C -2.205 2.176 -1.090
C -3.427 2.759 -0.699
C -3.834 2.757 0.603
C -3.026 2.125 1.578
C -3.370 2.061 2.943
C -2.534 1.422 3.811
C -1.363 0.820 3.329
N -1.006 0.850 2.055
C -1.820 1.524 1.181
H 3.883 -2.731 -2.326
H 2.454 -2.578 -0.318
H 3.925 -0.833 -3.937
H 3.000 1.467 -4.587
H 1.452 3.306 -4.043
H -0.041 3.185 -2.110
H -1.926 2.202 -2.133
H -4.044 3.223 -1.457
H -4.764 3.219 0.905
H -4.288 2.521 3.285
H -2.748 1.356 4.867
H -0.710 0.302 4.011
O 2.686 2.346 3.536
P 3.294 1.416 2.405
O 4.612 1.809 1.933
O 2.149 1.175 1.418
O 3.391 -0.045 3.231
P 2.313 -1.157 3.043
O 2.660 -2.260 4.089
O 2.256 -1.656 1.595
O 0.900 -0.627 3.205
H 3.361 2.931 3.904
H 3.507 -2.166 4.545
I -2.853 -5.433 1.445
C -2.053 -3.636 0.863
C -2.447 -2.846 -0.197
N -1.642 -1.774 -0.210
N -0.757 -1.812 0.802
C -0.999 -2.941 1.465
H -3.222 -2.981 -0.932
H -1.633 -0.980 -0.834
H -0.412 -3.202 2.330
*
```

Computed properties:
Highest occupied orbital energy (alpha / beta) ... -9.9386 / -10.5576 eV
E_LUMO (alpha / beta) ... -3.087 / -3.580 eV
DFT total energy ... -2658.637519 hartree
Frontier orbital gap (alpha / beta) ... 0.2518 / 0.2564 hartree


Record 7
The following is a DFT calculation (the ωB97M-V functional and the def2-TZVPD basis) of a 4-piece molecular cluster, C36H75Br2N2O6P2S overall.

```
! wB97M-V def2-TZVPD RIJCOSX def2/J DEFGRID3
* xyz 1 1
C 3.760 -1.981 -0.125
C 2.408 -1.614 -0.734
C 1.455 -2.799 -0.858
C 1.071 -3.469 0.444
O 0.649 -2.495 1.400
C 0.224 -2.997 2.611
C -1.104 -2.436 3.129
C -2.379 -2.597 2.365
Br -2.449 -4.016 1.119
C -3.447 -1.830 2.509
C -4.749 -1.917 1.793
Br -3.361 -0.383 3.726
C -1.050 -2.946 4.534
P -2.495 -3.288 5.679
O -1.664 -4.271 6.674
O -3.309 -4.316 4.731
N 0.188 -3.071 4.898
C 1.170 -2.752 3.835
C 2.293 -3.823 3.811
C 3.475 -3.686 4.776
C 3.132 -3.734 6.265
C 2.821 -5.164 6.730
N 1.694 -5.226 7.664
C 1.876 -4.330 8.832
C 1.544 -6.578 8.144
C 0.142 -7.026 8.416
O 2.485 -7.287 8.331
P 1.869 -1.048 3.922
O 3.131 -1.219 2.987
O 2.463 -0.834 5.381
S 0.652 0.360 3.419
H 4.412 -2.432 -0.869
H 3.668 -2.683 0.703
H 4.248 -1.092 0.272
H 2.588 -1.233 -1.738
H 1.919 -0.830 -0.162
H 1.961 -3.568 -1.449
H 0.555 -2.528 -1.406
H 1.908 -4.064 0.819
H 0.264 -4.172 0.237
H 0.183 -4.092 2.553
H -0.972 -1.353 3.252
H -5.552 -1.654 2.476
H -4.934 -2.911 1.401
H -4.767 -1.171 0.999
H -2.033 -5.164 6.679
H -2.776 -5.008 4.314
H 0.406 -3.412 5.839
H 1.849 -4.814 3.920
H 2.702 -3.781 2.802
H 4.073 -2.806 4.561
H 4.128 -4.539 4.584
H 2.347 -3.035 6.546
H 4.015 -3.394 6.804
H 2.593 -5.786 5.863
H 3.727 -5.593 7.163
H 2.918 -4.044 8.962
H 1.558 -4.834 9.741
H 1.262 -3.437 8.734
H 0.148 -8.108 8.497
H -0.523 -6.689 7.634
H -0.168 -6.622 9.380
H 3.177 -0.447 2.400
H 1.832 -0.282 5.869
C -1.386 0.500 -0.428
C -0.294 1.563 -0.344
C -0.774 2.881 0.259
C -1.873 3.581 -0.541
C -1.507 3.887 -1.992
C -0.324 4.838 -2.142
H -2.204 0.812 -1.079
H -0.991 -0.435 -0.826
H -1.801 0.292 0.564
H 0.132 1.732 -1.337
H 0.520 1.177 0.276
H 0.083 3.551 0.372
H -1.144 2.695 1.273
H -2.133 4.515 -0.033
H -2.780 2.971 -0.527
H -2.378 4.332 -2.479
H -1.298 2.960 -2.533
H -0.521 5.790 -1.644
H -0.136 5.044 -3.197
H 0.591 4.417 -1.722
C 2.189 4.510 -5.587
C 3.277 5.578 -5.522
C 2.783 6.908 -4.953
C 1.679 7.585 -5.768
C 2.041 7.873 -7.224
C 3.220 8.828 -7.381
H 1.374 4.805 -6.250
H 2.591 3.568 -5.961
H 1.771 4.329 -4.594
H 3.705 5.726 -6.516
H 4.093 5.215 -4.891
H 3.633 7.588 -4.853
H 2.411 6.742 -3.937
H 1.414 8.526 -5.276
H 0.775 6.969 -5.742
H 1.166 8.306 -7.716
H 2.254 6.939 -7.751
H 3.016 9.781 -6.889
H 3.417 9.032 -8.434
H 4.134 8.416 -6.952
C -4.699 -1.289 -5.243
C -4.744 0.100 -4.612
C -5.159 1.200 -5.587
C -4.215 1.396 -6.775
C -2.768 1.701 -6.395
C -2.608 2.993 -5.600
H -3.961 -1.344 -6.044
H -4.434 -2.046 -4.502
H -5.671 -1.557 -5.662
H -3.770 0.334 -4.173
H -5.457 0.088 -3.782
H -5.254 2.141 -5.037
H -6.159 0.976 -5.971
H -4.601 2.212 -7.393
H -4.235 0.506 -7.410
H -2.176 1.771 -7.311
H -2.346 0.868 -5.825
H -2.990 3.848 -6.161
H -1.555 3.180 -5.379
H -3.138 2.947 -4.647
*
```

Computed properties:
Highest occupied orbital energy ... -11.8761 eV
E_LUMO ... -4.153 eV
DFT total energy ... -8206.448843 hartree
Frontier orbital gap ... 0.2838 hartree


Record 8
The following is a DFT calculation (the ωB97M-V functional and the def2-TZVPD basis) of one molecule with the formula C2HCl3O.

```
! wB97M-V def2-TZVPD RIJCOSX def2/J DEFGRID3
* xyz 0 1
C 0.092 0.181 0.559
C -0.217 -0.299 -0.817
H 0.288 0.197 -1.585
O -0.813 -1.285 -1.087
Cl 1.878 0.036 0.770
Cl -0.850 -0.743 1.598
Cl -0.379 1.912 0.564
*
```

Computed properties:
Highest occupied orbital energy ... -10.9299 eV
E_LUMO ... 0.054 eV
DFT total energy ... -1532.592965 hartree
Frontier orbital gap ... 0.4036 hartree


> What is the DFT total energy in the fifth record?

-3088.247635 hartree